8 unconnected molecules or ions with the total composition C16H48O16, computed with the ωB97M-V functional and the def2-TZVPD basis.

- SMILES: OCCO.OCCO.OCCO.OCCO.OCCO.OCCO.OCCO.OCCO
- E_LUMO: 0.30 eV
- 2S+1: 1
- M: 496.54 g/mol

Each atom is followed by the atoms it is bonded to, with distances in Å.
Element x y z (Å)
1 O 4.02807 -15.18604 23.67251  C2 1.418, H5 0.963
2 C 5.13018 -15.96375 24.11010  O1 1.418, C3 1.532, H6 1.105, H7 1.104
3 C 5.82571 -16.54911 22.87656  C2 1.532, O4 1.413, H8 1.096, H9 1.092
4 O 6.16820 -15.49425 22.00109  C3 1.413, H10 0.978
5 H 3.83823 -14.58438 24.40060  O1 0.963
6 H 5.80528 -15.40819 24.78515  C2 1.105
7 H 4.90411 -16.70905 24.89316  C2 1.104
8 H 5.10120 -17.26171 22.46620  C3 1.096
9 H 6.66159 -17.12132 23.28324  C3 1.092
10 H 5.48298 -14.83506 22.22813  O4 0.978
11 O 8.63856 -11.34722 15.03801  C12 1.430, H15 0.960
12 C 9.41197 -12.54962 15.00547  O11 1.430, C13 1.534, H16 1.094, H17 1.100
13 C 8.62402 -13.81091 15.38259  C12 1.534, O14 1.448, H18 1.090, H19 1.084
14 O 8.15972 -14.39641 14.14204  C13 1.448, H20 0.959
15 H 8.78434 -10.83138 14.24118  O11 0.960
16 H 9.85989 -12.68630 14.01684  C12 1.094
17 H 10.34536 -12.43645 15.57582  C12 1.100
18 H 7.68179 -13.62609 15.89747  C13 1.090
19 H 9.32451 -14.52355 15.80357  C13 1.084
20 H 7.27375 -14.09659 13.92855  O14 0.959
21 O 6.28477 -11.53560 16.51981  C22 1.443, H25 0.977
22 C 6.54579 -10.83688 17.75467  O21 1.443, C23 1.532, H26 1.091, H27 1.090
23 C 7.84091 -11.25675 18.45627  C22 1.532, O24 1.433, H28 1.103, H29 1.090
24 O 8.96487 -10.47547 18.03389  C23 1.433, H30 0.960
25 H 7.05406 -11.48458 15.92001  O21 0.977
26 H 6.65107 -9.80040 17.43137  C22 1.091
27 H 5.77087 -11.14160 18.45882  C22 1.090
28 H 8.14658 -12.29872 18.26540  C23 1.103
29 H 7.83717 -11.21015 19.54572  C23 1.090
30 H 9.15855 -10.63224 17.10645  O24 0.960
31 O 3.18395 -15.07832 16.83523  C32 1.407, H35 0.974
32 C 2.27566 -14.00541 16.89727  O31 1.407, C33 1.516, H36 1.099, H37 1.095
33 C 2.79948 -12.75799 16.21314  C32 1.516, O34 1.425, H38 1.094, H39 1.097
34 O 3.59542 -12.01788 17.13452  C33 1.425, H40 0.963
35 H 3.99519 -14.87190 17.33284  O31 0.974
36 H 1.39909 -14.37367 16.34563  C32 1.099
37 H 1.84696 -13.80085 17.88385  C32 1.095
38 H 2.04051 -12.07595 15.81987  C33 1.094
39 H 3.47665 -13.05646 15.40364  C33 1.097
40 H 4.53920 -12.07176 16.95080  O34 0.963
41 O 5.84975 -14.30651 17.43713  C42 1.441, H45 0.966
42 C 6.49028 -15.45258 18.03074  O41 1.441, C43 1.555, H46 1.101, H47 1.086
43 C 7.87810 -15.04032 18.59720  C42 1.555, O44 1.399, H48 1.093, H49 1.103
44 O 7.84923 -14.57883 19.91723  C43 1.399, H50 0.968
45 H 6.22227 -13.59933 17.97893  O41 0.966
46 H 5.92327 -15.78074 18.91616  C42 1.101
47 H 6.57728 -16.36989 17.45639  C42 1.086
48 H 8.34887 -14.32381 17.91892  C43 1.093
49 H 8.50244 -15.94874 18.54607  C43 1.103
50 H 7.51304 -15.28118 20.49147  O44 0.968
51 O 10.44152 -18.62829 14.72186  C52 1.446, H55 0.962
52 C 9.86452 -18.50940 16.04216  O51 1.446, C53 1.540, H56 1.089, H57 1.090
53 C 8.74615 -17.45163 15.99305  C52 1.540, O54 1.444, H58 1.089, H59 1.093
54 O 7.65648 -18.01676 15.23250  C53 1.444, H60 0.962
55 H 9.66477 -18.81637 14.18571  O51 0.962
56 H 9.49266 -19.49918 16.30396  C52 1.089
57 H 10.63945 -18.22870 16.75496  C52 1.090
58 H 9.01965 -16.50236 15.53564  C53 1.089
59 H 8.25772 -17.19811 16.93771  C53 1.093
60 H 7.84042 -17.91127 14.29433  O54 0.962
61 O 6.37681 -12.69242 22.88669  C62 1.396, H65 0.967
62 C 7.30482 -11.70624 23.22672  O61 1.396, C63 1.544, H66 1.105, H67 1.089
63 C 8.18343 -12.12937 24.42392  C62 1.544, O64 1.427, H68 1.098, H69 1.091
64 O 9.29394 -11.24864 24.59232  C63 1.427, H70 0.962
65 H 6.87169 -13.47337 22.60355  O61 0.967
66 H 8.10060 -11.59729 22.46824  C62 1.105
67 H 6.85908 -10.73121 23.41508  C62 1.089
68 H 8.55488 -13.13687 24.19522  C63 1.098
69 H 7.64196 -12.15470 25.37053  C63 1.091
70 H 9.96331 -11.51105 23.95378  O64 0.962
71 O 6.26485 -18.52522 17.99312  C72 1.407, H75 0.961
72 C 5.54655 -18.87895 19.15038  O71 1.407, C73 1.548, H76 1.096, H77 1.086
73 C 4.01042 -18.90886 18.96487  C72 1.548, O74 1.424, H78 1.092, H79 1.093
74 O 3.54085 -20.24341 19.12729  C73 1.424, H80 0.963
75 H 6.27389 -19.23211 17.34266  O71 0.961
76 H 5.75072 -19.91436 19.44673  C72 1.096
77 H 5.81884 -18.22063 19.96964  C72 1.086
78 H 3.78373 -18.50333 17.97664  C73 1.092
79 H 3.59273 -18.24310 19.72407  C73 1.093
80 H 2.58573 -20.15612 19.21697  O74 0.963